Model 1:
{
  "formula": "C2H2N2O",
  "method": "ωB97M-V/def2-TZVPD",
  "homo_energy_ev": -11.02,
  "total_charge": 0,
  "orbital_gap_ev": 12.05,
  "species": ["C", "C", "H", "H", "N", "N", "O"],
  "xyz": [[1.0372, 0.0979, -0.0124], [-1.0247, 0.2136, -0.0105], [2.0958, 0.4275, 0.0244], [-2.0881, 0.4893, 0.0564], [0.0291, 0.9969, -0.0268], [0.6624, -1.1514, -0.0079], [-0.7116, -1.0738, -0.0231]]
}

Model 2:
{
  "formula": "C2H2N2O",
  "method": "ωB97M-V/def2-TZVPD",
  "homo_energy_ev": -9.17,
  "total_charge": 0,
  "orbital_gap_ev": 8.59,
  "species": ["C", "C", "N", "N", "O", "H", "H"],
  "xyz": [[-0.4325, 0.9872, 0.0120], [-1.5044, 0.3238, 0.0650], [1.2304, 0.0611, -0.0038], [1.1547, -1.1204, 0.0087], [-2.3466, -0.5025, 0.0232], [-0.1286, 2.0033, -0.1886], [2.0271, -1.7526, 0.0835]]
}

Model 3:
{
  "formula": "C2H2N2O",
  "method": "ωB97M-V/def2-TZVPD",
  "homo_energy_ev": -11.45,
  "total_charge": 0,
  "orbital_gap_ev": 12.08,
  "species": ["C", "C", "H", "H", "N", "N", "O"],
  "xyz": [[0.0482, -1.0799, 0.2632], [-1.1406, -0.2601, 0.0380], [-0.0027, -2.1644, 0.5357], [-2.2176, -0.4615, 0.2642], [-0.6892, 0.9274, -0.2577], [1.1211, -0.3996, 0.0727], [0.7189, 0.8715, -0.1641]]
}

It is model 1 that is the most stable of them.

Model 1:
{
  "formula": "C10H18N2O5",
  "method": "ωB97M-V/def2-TZVPD",
  "homo_energy_ev": -9.66,
  "total_charge": 0,
  "orbital_gap_ev": 10.09,
  "species": ["C", "C", "C", "C", "C", "C", "C", "C", "C", "C", "H", "H", "H", "H", "H", "H", "H", "H", "H", "H", "H", "H", "H", "H", "H", "H", "H", "H", "N", "N", "O", "O", "O", "O", "O"],
  "xyz": [[-1.7978, -0.1583, -0.6405], [-0.8092, 0.9243, -0.3109], [-2.9483, 0.3546, -1.4055], [-2.4844, 1.0510, -2.6951], [0.8432, -0.6694, 0.6626], [0.3142, -0.9882, 2.0549], [2.3507, -0.8171, 0.5702], [2.8415, -0.8182, -0.8873], [3.1399, 0.0884, 1.5061], [4.5878, -0.3274, 1.6993], [-2.9983, -0.3206, 1.1296], [-2.5887, -1.8182, 0.3174], [-1.2173, -0.8673, -1.2607], [-3.6542, -0.4435, -1.7738], [-3.4489, 1.0849, -0.7801], [-1.2438, 1.0056, -4.0140], [0.7377, 1.5112, 0.7937], [0.4862, -1.3930, -0.0447], [2.4928, -1.8192, 0.9232], [2.5934, 0.0898, -1.3999], [3.9627, -0.8590, -0.8885], [2.5628, -1.6555, -1.5257], [2.6148, 0.0078, 2.4356], [3.0196, 1.1720, 1.2413], [4.6411, -1.1687, 2.3511], [5.1614, -0.5233, 0.8037], [5.2164, 0.3993, 2.2853], [-0.1091, -2.3137, 3.1894], [-2.2059, -0.8672, 0.6057], [0.3641, 0.6496, 0.3157], [-1.0915, 2.0983, -0.5215], [-3.0835, 1.9908, -3.2211], [-1.3517, 0.5489, -3.1297], [0.0762, -0.1382, 2.8634], [0.2553, -2.3003, 2.3143]]
}

Model 2:
{
  "formula": "C10H18N2O5",
  "method": "ωB97M-V/def2-TZVPD",
  "homo_energy_ev": -9.46,
  "total_charge": 0,
  "orbital_gap_ev": 9.62,
  "species": ["C", "C", "C", "C", "C", "C", "C", "C", "C", "C", "H", "H", "H", "H", "H", "H", "H", "H", "H", "H", "H", "H", "H", "H", "H", "H", "H", "H", "N", "N", "O", "O", "O", "O", "O"],
  "xyz": [[1.1961, 1.1714, 1.3892], [-0.1027, 1.2632, 0.7532], [2.2821, 2.1583, 0.9353], [2.5342, 2.1617, -0.5713], [1.5910, 3.2151, -1.3391], [-0.6364, -1.1556, -0.0430], [-0.1119, -0.9871, -1.4154], [-1.7816, -2.2383, 0.1608], [-2.1646, -2.3607, 1.6479], [-2.9483, -1.9329, -0.6719], [1.2482, -0.8240, 2.1282], [1.8540, -0.5508, 0.5088], [0.8878, 1.4065, 2.4508], [3.2802, 1.7785, 1.3413], [2.0421, 3.1952, 1.2684], [3.6306, 2.3460, -0.9149], [2.2048, 1.1981, -0.8998], [0.8440, 1.7997, -2.3492], [-1.8275, 0.4241, 0.1774], [0.2258, -1.6345, 0.3763], [-1.2614, -3.1230, -0.2545], [-1.2016, -2.7345, 2.1588], [-2.4914, -1.3435, 2.0143], [-3.0666, -2.9501, 1.8527], [-3.6543, -2.7715, -0.7050], [-3.4549, -0.9665, -0.4779], [-2.5880, -1.7859, -1.6653], [0.3683, -2.1015, -2.9474], [1.7184, -0.2011, 1.5009], [-0.9212, 0.1014, 0.4581], [-0.5312, 2.4292, 0.4769], [1.5679, 4.3628, -0.9856], [0.9522, 2.7557, -2.3841], [0.2106, 0.0654, -1.9299], [0.1054, -2.1711, -2.0451]]
}

It is model 1 that is the most stable of them.

Model 1:
{
  "formula": "C13H44O9",
  "method": "ωB97M-V/def2-TZVPD",
  "homo_energy_ev": -9.46,
  "total_charge": 0,
  "orbital_gap_ev": 9.78,
  "species": ["C", "O", "H", "H", "H", "H", "O", "H", "H", "O", "H", "H", "C", "C", "O", "H", "H", "H", "H", "H", "H", "C", "C", "O", "H", "H", "H", "H", "H", "H", "C", "C", "O", "H", "H", "H", "H", "H", "H", "C", "C", "O", "H", "H", "H", "H", "H", "H", "C", "C", "O", "H", "H", "H", "H", "H", "H", "C", "C", "O", "H", "H", "H", "H", "H", "H"],
  "xyz": [[-23.7468, 3.2508, 5.9481], [-23.2086, 4.1012, 6.9414], [-24.8037, 3.0387, 6.1481], [-23.8488, 3.6963, 4.9558], [-23.1378, 2.3487, 5.8721], [-23.0628, 3.6274, 7.7717], [-22.6826, 1.2649, 3.4295], [-21.9235, 1.8101, 3.6988], [-22.4925, 0.9979, 2.5251], [-25.2769, 0.8083, 4.2106], [-25.6850, 0.5182, 3.3883], [-24.3323, 0.9294, 3.9942], [-24.8952, 6.8407, 4.7030], [-23.7890, 7.2799, 5.6159], [-22.6256, 6.4767, 5.5144], [-24.5575, 6.7636, 3.6714], [-25.7913, 7.4598, 4.7405], [-25.1838, 5.8267, 5.0034], [-24.0619, 7.3642, 6.6721], [-23.5262, 8.3103, 5.3548], [-22.7466, 5.6063, 5.9227], [-19.9598, 0.8556, 5.6168], [-19.8938, 2.3540, 5.3327], [-20.1948, 2.5637, 3.9328], [-20.8313, 0.3808, 5.1693], [-20.0103, 0.6544, 6.6897], [-19.0582, 0.3403, 5.2848], [-18.9095, 2.7871, 5.5195], [-20.6109, 2.9390, 5.9151], [-19.6624, 3.3165, 3.6635], [-22.4208, 5.2750, 2.4192], [-21.8308, 4.6376, 1.1770], [-22.7936, 3.9895, 0.3478], [-23.1909, 4.5913, 2.7822], [-22.8286, 6.2699, 2.2530], [-21.6698, 5.3908, 3.2014], [-21.0618, 3.9137, 1.4648], [-21.3128, 5.4188, 0.6117], [-22.6435, 3.0547, 0.4983], [-26.1084, 5.5045, 8.3858], [-27.0300, 5.1528, 9.5413], [-27.0450, 3.7322, 9.7237], [-26.0618, 6.5876, 8.2577], [-26.4349, 5.0913, 7.4311], [-25.0965, 5.1380, 8.5616], [-28.0321, 5.5167, 9.2959], [-26.6974, 5.5870, 10.4881], [-27.7705, 3.5383, 10.3239], [-23.5702, 0.8000, 8.6889], [-23.7079, 1.6822, 9.8938], [-23.2846, 3.0024, 9.5553], [-22.5482, 0.6597, 8.3251], [-24.1566, 1.1579, 7.8422], [-23.8720, -0.2282, 8.9018], [-23.1430, 1.3057, 10.7531], [-24.7455, 1.7913, 10.2284], [-23.2840, 3.5532, 10.3415], [-29.2440, 1.5221, 4.3196], [-28.2122, 2.5016, 4.7872], [-27.3848, 1.8578, 5.7755], [-28.8218, 0.7487, 3.6738], [-30.0143, 1.9867, 3.6888], [-29.8059, 1.0504, 5.1244], [-28.6726, 3.3733, 5.2499], [-27.5252, 2.7739, 3.9810], [-26.7581, 1.3134, 5.2720]]
}

Model 2:
{
  "formula": "C13H44O9",
  "method": "ωB97M-V/def2-TZVPD",
  "homo_energy_ev": -9.85,
  "total_charge": 0,
  "orbital_gap_ev": 10.41,
  "species": ["C", "C", "O", "H", "H", "H", "H", "H", "H", "C", "C", "O", "H", "H", "H", "H", "H", "H", "C", "C", "C", "O", "H", "H", "H", "H", "H", "H", "H", "H", "C", "C", "C", "O", "H", "H", "H", "H", "H", "H", "H", "H", "C", "C", "C", "O", "H", "H", "H", "H", "H", "H", "H", "H", "O", "H", "H", "O", "H", "H", "O", "H", "H", "O", "H", "H"],
  "xyz": [[3.6921, -16.9242, -11.4558], [5.1018, -16.3927, -11.6842], [5.4491, -15.4585, -10.7448], [3.6990, -17.5508, -10.5633], [3.4206, -17.5789, -12.2513], [2.9376, -16.1660, -11.3375], [5.3410, -15.8553, -12.6043], [5.7634, -17.2954, -11.6546], [5.2208, -15.7692, -9.8261], [4.7188, -8.9364, -11.5783], [3.2838, -8.6685, -11.6372], [2.5373, -9.6491, -10.9292], [5.1554, -9.0010, -10.5504], [5.2883, -8.1671, -12.0942], [4.8168, -9.8785, -12.1752], [2.9408, -8.6675, -12.6660], [3.0687, -7.7177, -11.2767], [1.6099, -9.5550, -11.1890], [7.0731, -15.6610, -7.7079], [5.7949, -16.2216, -7.1224], [5.3749, -15.4202, -5.9063], [4.8855, -16.1350, -8.2352], [6.8550, -14.5930, -7.8410], [7.2631, -16.1653, -8.6832], [7.9504, -15.7140, -7.0308], [5.8767, -17.2973, -6.8987], [5.0817, -14.3756, -6.1298], [6.1594, -15.3510, -5.1582], [4.5941, -15.8944, -5.3146], [4.0323, -16.4519, -7.9208], [4.1183, -13.2865, -15.4694], [4.6444, -13.1277, -14.0479], [6.1374, -13.3787, -14.0128], [4.4014, -11.7368, -13.5618], [3.0239, -13.2872, -15.5054], [4.5346, -14.1785, -15.9369], [4.4584, -12.3767, -15.9974], [4.1545, -13.7449, -13.2923], [6.4493, -14.3021, -14.5361], [6.4288, -13.4350, -12.9604], [6.6617, -12.6025, -14.5266], [4.0122, -11.8707, -12.6970], [9.5135, -14.6625, -11.1728], [9.0338, -16.1023, -11.0719], [9.0566, -16.8841, -12.3695], [9.5832, -16.8201, -9.9821], [10.5814, -14.6528, -11.3534], [9.2111, -13.9963, -10.3198], [9.0487, -14.2181, -12.0074], [7.9414, -16.0114, -10.8557], [8.5342, -16.3010, -13.1637], [8.6020, -17.8860, -12.2084], [10.1221, -17.0457, -12.6473], [10.5120, -16.5451, -9.8168], [3.1498, -12.3421, -10.9613], [3.9746, -12.5099, -10.3880], [2.9732, -11.3859, -10.8002], [7.3003, -11.3790, -11.7224], [6.8733, -11.0568, -12.5236], [8.2245, -11.4279, -11.9326], [5.6645, -12.6096, -9.6386], [5.5500, -13.5533, -9.8770], [6.3700, -12.2883, -10.2113], [0.5675, -13.0803, -11.0634], [0.2439, -13.8164, -11.6037], [1.5613, -13.0741, -11.1253]]
}

It is model 2 that is the most stable of them.

Model 1:
{
  "formula": "C9H10ClN2O2P",
  "method": "ωB97M-V/def2-TZVPD",
  "homo_energy_ev": -8.22,
  "total_charge": 0,
  "orbital_gap_ev": 8.26,
  "species": ["C", "C", "C", "C", "C", "C", "C", "C", "C", "N", "N", "O", "O", "P", "Cl", "H", "H", "H", "H", "H", "H", "H", "H", "H", "H"],
  "xyz": [[2.8101, 1.0751, -1.2664], [2.9430, -0.2382, -0.9223], [1.5184, 1.6637, -1.1548], [1.9442, -0.9755, -0.3473], [0.4774, 0.9821, -0.4006], [0.7251, -0.3753, 0.0106], [-0.7000, 1.7804, -0.1025], [-0.4314, -2.4426, 0.9227], [-2.9847, 2.0594, 0.6528], [-0.3108, -1.0500, 0.6493], [-1.9390, 1.0875, 0.2465], [-0.6756, 2.9513, 0.0050], [-3.2989, -1.3192, 0.2294], [-2.2195, -0.4821, -0.1821], [-1.8234, -0.5408, -2.2115], [3.6999, 1.5090, -1.7296], [3.8223, -0.8062, -1.2427], [1.2988, 2.5513, -1.5991], [2.0589, -1.9419, 0.0831], [-1.4294, -2.4852, 1.4998], [-0.4950, -3.0477, -0.0094], [0.4067, -2.6824, 1.5406], [-3.1124, 2.8511, -0.1602], [-3.9388, 1.3393, 0.6575], [-2.7485, 2.5760, 1.5654]]
}

Model 2:
{
  "formula": "C9H10ClN2O2P",
  "method": "ωB97M-V/def2-TZVPD",
  "homo_energy_ev": -8.70,
  "total_charge": 0,
  "orbital_gap_ev": 9.08,
  "species": ["C", "C", "C", "C", "C", "C", "C", "C", "C", "N", "N", "O", "O", "P", "Cl", "H", "H", "H", "H", "H", "H", "H", "H", "H", "H"],
  "xyz": [[-3.0602, -1.0826, -0.8582], [-3.0054, 0.3579, -0.7176], [-1.8336, -1.7176, -0.8537], [-1.8744, 1.0649, -0.4965], [-0.6850, -1.0670, -0.4299], [-0.6827, 0.3293, -0.3219], [0.4902, -1.8114, -0.0295], [0.5166, 2.4839, 0.5582], [2.8855, -1.9209, 0.4884], [0.4876, 1.0693, 0.0385], [1.6880, -1.2466, 0.0258], [0.3639, -3.0185, 0.2420], [3.1364, 0.7843, 0.6092], [2.0972, 0.3243, -0.2626], [2.4452, 0.4016, -2.2792], [-3.8237, -1.5285, -1.3599], [-3.9441, 0.8958, -0.6512], [-1.7638, -2.7498, -0.9263], [-1.8119, 2.1019, -0.3543], [1.3152, 2.5915, 1.2068], [0.5461, 3.1156, -0.2865], [-0.3209, 2.7418, 1.0427], [3.0429, -2.9734, 0.1769], [3.6749, -1.2310, 0.2064], [2.9557, -1.9523, 1.5749]]
}

It is model 2 that is the most stable of them.

Model 1:
{
  "formula": "H3N2O2P",
  "method": "ωB97M-V/def2-TZVPD",
  "homo_energy_ev": -10.24,
  "total_charge": 0,
  "orbital_gap_ev": 9.89,
  "species": ["N", "N", "O", "O", "P", "H", "H", "H"],
  "xyz": [[-1.3757, -0.1148, 0.4699], [1.2279, 0.1046, -0.0158], [0.8617, 1.2043, 0.2171], [2.2416, -0.2929, -0.4662], [-0.1231, -1.1736, -0.0162], [-1.3107, 0.8341, 0.0488], [-1.3798, -0.0281, 1.4718], [-0.1419, -0.5336, -1.7093]]
}

Model 2:
{
  "formula": "H3N2O2P",
  "method": "ωB97M-V/def2-TZVPD",
  "homo_energy_ev": [-10.48, -9.99],
  "total_charge": 0,
  "orbital_gap_ev": [8.75, 8.41],
  "species": ["N", "N", "O", "O", "P", "H", "H", "H"],
  "xyz": [[-1.0405, -0.5781, -1.4827], [0.7475, 0.6063, 0.9869], [0.4751, 1.6794, 0.5242], [1.7317, 0.4059, 1.6969], [-0.4749, -0.7087, 0.9774], [-0.2605, -0.0589, -1.8677], [-1.6686, 0.0686, -1.2847], [0.4904, -1.4145, 0.4496]]
}

Model 3:
{
  "formula": "H3N2O2P",
  "method": "ωB97M-V/def2-TZVPD",
  "homo_energy_ev": -10.51,
  "total_charge": 0,
  "orbital_gap_ev": 10.70,
  "species": ["N", "N", "O", "O", "P", "H", "H", "H"],
  "xyz": [[0.0930, 1.3869, 0.2639], [0.1593, -1.1483, -0.2894], [1.0024, -0.8176, -1.0456], [-0.0796, -2.3287, -0.0927], [-0.4667, 0.0132, 1.0201], [0.0479, 1.2802, -0.7159], [1.0057, 1.7483, 0.4255], [-1.7620, -0.1341, 0.4342]]
}

It is model 3 that is the most stable of them.